{
  "formula": "C46H83ClIN2O19S10",
  "method": "ωB97M-V/def2-TZVPD",
  "symbols": ["C", "C", "C", "C", "C", "C", "C", "S", "C", "C", "C", "C", "C", "S", "O", "O", "Cl", "C", "C", "N", "C", "I", "N", "C", "C", "C", "S", "O", "O", "O", "H", "H", "H", "H", "H", "H", "H", "H", "H", "H", "H", "H", "H", "H", "H", "H", "H", "H", "H", "H", "H", "H", "H", "H", "H", "H", "H", "C", "C", "C", "S", "O", "O", "C", "H", "H", "H", "H", "H", "H", "H", "H", "C", "C", "C", "S", "O", "O", "C", "H", "H", "H", "H", "H", "H", "H", "H", "C", "C", "C", "S", "O", "O", "C", "H", "H", "H", "H", "H", "H", "H", "H", "C", "C", "C", "S", "O", "O", "C", "H", "H", "H", "H", "H", "H", "H", "H", "C", "C", "C", "S", "O", "O", "C", "H", "H", "H", "H", "H", "H", "H", "H", "C", "C", "C", "S", "O", "O", "C", "H", "H", "H", "H", "H", "H", "H", "H", "C", "C", "C", "S", "O", "O", "C", "H", "H", "H", "H", "H", "H", "H", "H"],
  "positions_angstrom": [[0.4507, -4.3581, 1.9411], [0.4166, -3.1669, 1.7999], [0.2688, -1.7411, 1.8248], [-0.6931, -1.1606, 1.0155], [-1.5246, -2.0386, 0.1142], [-0.9543, -2.1748, -1.3289], [0.5142, -1.7492, -1.4761], [1.2522, -2.5653, -2.9493], [-0.8541, 0.2455, 1.0407], [-1.9221, 0.9070, 0.2172], [-3.1095, 1.3443, 1.1267], [-4.0080, 0.1827, 1.5769], [-4.8845, -0.3545, 0.4390], [-5.3375, -2.0968, 0.5351], [-4.7486, -2.7112, -0.6223], [-6.7540, -2.2560, 0.6745], [-4.4811, -2.9187, 2.1960], [0.0090, 1.0026, 1.8588], [-0.0906, 2.5283, 1.9132], [-0.9055, 2.9063, 3.0748], [0.9435, 0.3397, 2.6404], [2.2154, 1.5073, 3.8382], [1.0683, -1.0012, 2.6345], [2.0533, -1.7167, 3.4527], [3.2668, -2.1903, 2.6251], [3.7871, -3.5741, 3.0389], [3.9898, -4.6741, 1.6221], [3.2957, -4.1603, 0.4816], [5.3819, -4.9545, 1.4670], [3.2481, -6.0369, 2.0530], [0.3889, -5.4186, 2.0299], [-2.5148, -1.5988, 0.0610], [-1.6713, -3.0290, 0.5379], [-1.5570, -1.5340, -1.9764], [-1.0482, -3.1918, -1.7019], [1.1132, -2.0464, -0.6182], [0.5952, -0.6824, -1.6599], [2.4462, -2.9268, -2.4524], [-1.5223, 1.7709, -0.3108], [-2.3074, 0.2253, -0.5377], [-3.6773, 2.1515, 0.6642], [-2.6825, 1.7288, 2.0504], [-3.3522, -0.5853, 1.9899], [-4.6368, 0.5498, 2.3876], [-4.4346, -0.2054, -0.5407], [-5.8346, 0.1800, 0.4432], [0.9017, 2.9688, 1.9426], [-0.5588, 2.8762, 1.0001], [-0.4490, 3.6206, 3.6380], [-1.7639, 3.3321, 2.7443], [1.5495, -2.5752, 3.8941], [2.3993, -1.1036, 4.2750], [3.0446, -2.1718, 1.5581], [4.0932, -1.4926, 2.7644], [4.7778, -3.5121, 3.4834], [3.1474, -4.0668, 3.7742], [3.0945, -6.0676, 3.0065], [3.3100, 2.4628, -4.0903], [2.0902, 1.5720, -3.8189], [1.9241, 1.4900, -2.2971], [2.5974, 3.0163, -1.6289], [3.7571, 2.7052, -0.8285], [1.5203, 3.8063, -1.0819], [3.1420, 3.6879, -3.1949], [3.3774, 2.7454, -5.1391], [4.2262, 1.9308, -3.8258], [1.2017, 2.0239, -4.2644], [2.2040, 0.5790, -4.2525], [0.8817, 1.4160, -1.9946], [2.4966, 0.6648, -1.8750], [4.0581, 4.2529, -3.0391], [2.3526, 4.3436, -3.5621], [0.3964, 8.7113, 2.1505], [1.3435, 8.4151, 0.9780], [1.7467, 6.9379, 1.0772], [0.3787, 6.1089, 1.8907], [0.8271, 5.6079, 3.1694], [-0.2882, 5.2359, 0.9582], [-0.6131, 7.5683, 2.1690], [-0.0988, 9.6743, 2.0389], [0.9556, 8.7269, 3.0886], [0.8247, 8.5936, 0.0342], [2.2211, 9.0591, 0.9957], [1.9002, 6.4713, 0.1068], [2.6289, 6.7993, 1.6995], [-1.1446, 7.4630, 3.1126], [-1.3199, 7.6436, 1.3429], [-2.7455, 3.4475, 6.8246], [-4.1629, 3.4929, 7.4171], [-5.1464, 3.5199, 6.2360], [-4.3177, 2.6707, 4.8851], [-4.0677, 3.6055, 3.8115], [-4.9716, 1.4124, 4.6092], [-2.7847, 2.3777, 5.7413], [-1.9914, 3.2184, 7.5771], [-2.4931, 4.4131, 6.3859], [-4.3387, 2.6028, 8.0245], [-4.3061, 4.3606, 8.0592], [-6.0775, 3.0019, 6.4509], [-5.3560, 4.5346, 5.9032], [-1.9891, 2.4357, 5.0025], [-2.8360, 1.3751, 6.1680], [1.3977, 4.4371, 8.5731], [2.6952, 4.5823, 7.7666], [2.3035, 4.9733, 6.3357], [0.7428, 5.8516, 6.4642], [-0.2809, 5.0651, 5.8181], [0.9326, 7.2409, 6.1419], [0.5565, 5.6638, 8.2353], [1.5899, 4.3685, 9.6425], [0.8705, 3.5298, 8.2671], [3.3121, 5.3677, 8.2063], [3.2809, 3.6639, 7.7764], [3.0359, 5.6257, 5.8675], [2.1235, 4.1089, 5.7024], [-0.4993, 5.5535, 8.4727], [0.9535, 6.5643, 8.7027], [2.2845, -5.2769, -8.4140], [0.8349, -4.7930, -8.5449], [0.4148, -4.2274, -7.1813], [1.9230, -3.6332, -6.4041], [2.1862, -4.4277, -5.2276], [1.9009, -2.1930, -6.3334], [3.0333, -4.1549, -7.7050], [2.7296, -5.4949, -9.3834], [2.3193, -6.1874, -7.8110], [0.7811, -4.0089, -9.3022], [0.1680, -5.5954, -8.8561], [-0.2786, -3.3949, -7.2697], [-0.0055, -4.9939, -6.5328], [3.9775, -4.4692, -7.2656], [3.1876, -3.3046, -8.3701], [-8.8047, -4.9043, 1.2602], [-7.7487, -5.3282, 0.2325], [-7.3942, -6.7931, 0.5177], [-8.8556, -7.5267, 1.2657], [-8.5408, -7.8931, 2.6239], [-9.4415, -8.4791, 0.3588], [-9.8355, -6.0288, 1.2892], [-9.2602, -3.9504, 1.0005], [-8.3426, -4.7984, 2.2444], [-8.1613, -5.2385, -0.7745], [-6.8704, -4.6927, 0.2827], [-7.1488, -7.3492, -0.3835], [-6.5828, -6.8814, 1.2379], [-10.4642, -6.0298, 2.1764], [-10.4526, -6.0292, 0.3912], [8.2825, -2.6596, -10.7744], [8.0132, -3.6044, -9.5957], [6.5958, -3.3096, -9.0892], [5.6748, -2.6956, -10.5088], [5.3114, -1.3239, -10.2620], [4.6798, -3.6678, -10.8918], [7.0433, -2.7329, -11.6605], [9.1792, -2.9422, -11.3232], [8.4185, -1.6393, -10.4098], [8.0755, -4.6396, -9.9365], [8.7458, -3.4773, -8.8004], [6.0961, -4.1971, -8.7091], [6.5882, -2.5261, -8.3336], [6.9464, -1.9008, -12.3536], [6.9919, -3.6791, -12.1986]],
  "forces_ev_per_a": [[-0.25, 0.11, -0.16], [0.12, 0.08, 0.76], [-0.29, -0.39, -0.53], [-0.32, 0.38, -0.01], [0.00, 0.04, -0.17], [0.21, 0.53, 0.06], [0.20, -0.56, -0.52], [-0.17, 0.08, -0.03], [0.51, -0.50, 0.06], [-0.59, 0.06, 0.20], [0.36, -0.24, 0.23], [0.23, 0.39, -0.29], [0.05, 0.50, 0.97], [-1.01, -0.32, -1.96], [0.50, -0.12, 0.56], [0.38, 0.40, 0.68], [0.03, 0.18, -0.02], [-0.13, 0.23, -0.23], [-0.51, -0.53, 0.09], [0.18, 0.15, 0.02], [0.18, 0.60, 0.10], [-0.05, -0.28, -0.06], [0.02, 0.20, 0.17], [0.59, -0.80, 0.09], [0.22, 0.22, 0.14], [-0.17, -0.05, 0.10], [0.78, -0.23, -0.92], [-0.32, -0.11, 0.37], [-0.22, -0.02, 0.44], [-0.20, 0.55, 0.04], [0.17, -0.01, -0.12], [-0.05, -0.16, -0.05], [0.17, 0.05, 0.18], [0.02, -0.15, -0.15], [-0.18, -0.07, 0.20], [0.04, 0.09, 0.03], [-0.01, 0.09, 0.43], [-0.17, 0.07, 0.15], [0.06, 0.02, 0.04], [0.22, 0.01, -0.15], [-0.02, -0.05, -0.08], [-0.12, 0.25, -0.03], [-0.14, -0.10, 0.01], [0.02, -0.20, 0.06], [0.06, -0.43, -0.04], [-0.10, -0.19, -0.01], [-0.02, 0.04, -0.07], [0.20, 0.09, -0.08], [0.12, 0.01, -0.13], [-0.05, 0.09, 0.17], [-0.15, 0.05, -0.12], [-0.28, 0.24, -0.06], [-0.14, -0.15, 0.04], [-0.12, 0.17, -0.05], [0.04, -0.07, -0.08], [-0.14, 0.09, -0.10], [0.19, -0.18, 0.00], [-0.04, -0.07, 0.08], [0.03, 0.00, -0.05], [-0.04, -0.20, -0.22], [-0.06, -0.15, -0.28], [-0.08, 0.05, 0.17], [0.11, 0.09, 0.19], [0.08, 0.03, -0.22], [0.01, 0.00, 0.00], [0.01, 0.02, 0.00], [0.01, 0.02, 0.02], [-0.02, -0.01, 0.02], [0.03, 0.08, 0.10], [0.05, 0.06, 0.04], [-0.03, 0.01, 0.11], [-0.02, 0.01, 0.05], [0.12, -0.04, -0.01], [-0.07, 0.01, 0.04], [0.16, 0.23, -0.16], [-0.09, 0.44, -0.25], [0.16, -0.36, -0.03], [-0.12, -0.09, 0.16], [-0.02, 0.26, 0.10], [0.00, 0.00, 0.00], [-0.04, -0.01, 0.02], [-0.01, -0.02, 0.01], [0.00, -0.01, -0.01], [-0.03, -0.13, 0.06], [-0.05, -0.06, 0.06], [0.03, -0.12, 0.00], [0.01, -0.06, -0.01], [-0.24, 0.11, 0.00], [0.06, -0.08, -0.07], [-0.05, 0.10, 0.27], [0.13, -0.06, 0.34], [-0.08, -0.06, -0.17], [-0.05, 0.03, -0.23], [0.18, -0.03, 0.17], [-0.01, 0.01, 0.00], [0.06, -0.05, -0.01], [-0.02, -0.01, -0.02], [-0.02, 0.00, -0.01], [-0.02, -0.01, -0.11], [0.03, -0.02, -0.09], [0.06, -0.04, 0.00], [-0.06, -0.01, -0.02], [0.02, -0.02, -0.07], [-0.07, 0.01, 0.00], [0.33, -0.09, 0.13], [0.11, 0.10, 0.07], [-0.07, 0.03, 0.01], [-0.19, -0.01, -0.14], [0.06, -0.14, 0.20], [-0.01, 0.00, 0.00], [-0.02, 0.01, 0.02], [-0.01, 0.01, 0.00], [0.01, 0.01, 0.00], [-0.11, 0.05, -0.10], [-0.09, -0.02, -0.06], [-0.03, 0.07, -0.10], [-0.01, 0.02, -0.03], [-0.07, -0.06, 0.03], [0.04, 0.03, 0.00], [-0.17, -0.12, -0.23], [0.05, 0.01, -0.33], [0.04, 0.12, 0.08], [0.03, 0.00, 0.20], [0.09, -0.13, -0.25], [0.01, 0.04, 0.00], [0.02, 0.01, 0.01], [0.02, 0.01, 0.01], [-0.01, 0.01, 0.01], [0.03, 0.04, 0.11], [0.07, 0.02, 0.07], [-0.04, 0.08, 0.13], [-0.01, 0.03, 0.03], [0.05, -0.05, 0.00], [-0.07, -0.10, 0.01], [0.17, 0.24, -0.16], [-0.05, 0.06, -0.10], [-0.01, -0.08, -0.01], [0.01, -0.09, 0.11], [-0.01, 0.27, 0.02], [0.02, 0.01, 0.01], [-0.02, 0.01, 0.01], [-0.01, 0.00, 0.01], [0.03, -0.02, -0.05], [-0.03, -0.10, 0.05], [-0.06, -0.06, 0.06], [0.01, -0.12, 0.00], [0.00, -0.05, 0.00], [-0.04, 0.01, 0.09], [-0.01, 0.01, -0.04], [0.25, -0.12, 0.13], [0.16, -0.14, 0.01], [-0.14, -0.02, -0.01], [-0.14, 0.12, 0.05], [0.22, 0.00, -0.08], [0.00, 0.01, -0.01], [0.00, 0.01, -0.03], [-0.01, 0.01, -0.01], [-0.01, -0.01, 0.00], [-0.09, 0.04, -0.02], [-0.07, 0.05, -0.05], [-0.12, 0.00, 0.02], [-0.05, 0.00, 0.00]],
  "multiplicity": 1,
  "orbital_gap_ev": 7.01,
  "charge": 1,
  "homo_energy_ha": -0.38673
}